Molecular formula: H38O19
Method: DFT, ωB97M-V/def2-TZVPD

The energy relative to the best compared isomer or geometry (same formula, charge and spin) is 119.6 kcal/mol. The highest occupied orbital energy comes out at -10.468 eV. The calculation puts the lowest unoccupied orbital energy at -0.4 eV. Its HOMO-LUMO gap is 10.0 eV. The calculation puts the strongest force on any atom at 3.66 eV/A.

Geometry (Å):
O (2.045232, -1.193437, 1.784608)
H (2.995276, -1.152002, 1.533356)
H (2.076663, -2.151747, 1.910985)
O (-1.565057, 0.188903, 4.628706)
H (-0.859070, 0.692814, 4.188371)
H (-1.977962, -0.028627, 3.774245)
O (-1.515531, -0.203794, -1.693811)
H (-0.663836, 0.292677, -1.733211)
H (-2.156462, 0.570299, -1.565155)
O (-1.929768, 2.202272, 1.864306)
H (-1.689415, 1.875311, 0.995214)
H (-1.567419, 3.066211, 2.039857)
O (0.600407, -0.087170, -0.395514)
H (0.859530, -0.407821, 0.487638)
H (0.534660, -0.956628, -0.821271)
O (-3.937382, -3.160663, 1.326012)
H (-4.069107, -2.352798, 1.842808)
H (-3.021356, -3.392661, 1.549692)
O (-0.994907, -3.179386, -2.160738)
H (-1.670852, -2.734683, -1.582831)
H (-0.969709, -3.824141, -1.374663)
O (-2.107769, -1.968955, -0.062061)
H (-2.891109, -1.502254, 0.232563)
H (-1.538791, -1.270781, -0.550512)
O (1.944101, 0.862484, -3.556395)
H (2.183745, 1.276760, -2.729428)
H (1.083413, 0.438841, -3.510617)
O (1.107994, 1.954578, 0.959307)
H (0.699535, 2.789125, 0.741133)
H (1.999819, 1.836770, 0.640208)
O (4.497213, 0.236677, -0.964286)
H (3.975833, 0.669391, -1.639346)
H (4.768569, 0.893047, -0.318511)
O (1.467273, -2.664520, -1.694092)
H (1.833888, -1.997759, -2.305740)
H (0.759412, -3.099665, -2.252748)
O (-4.304429, 1.555858, 0.274085)
H (-3.416175, 1.199710, 0.227548)
H (-4.248259, 2.229772, -0.422605)
O (0.406193, -3.686719, 3.233162)
H (1.240856, -3.457926, 3.705700)
H (-0.088229, -2.920700, 3.553364)
O (-0.026059, 3.624118, 2.545852)
H (0.109230, 4.068741, 3.384452)
H (0.565487, 2.894477, 2.418496)
O (-3.009700, 2.477867, -1.703045)
H (-2.584000, 3.188713, -2.192880)
H (-3.848549, 2.304639, -2.149838)
O (4.272681, -1.954083, 0.582155)
H (4.190989, -2.794778, 0.126186)
H (4.784994, -1.318502, 0.063694)
O (2.976376, 3.299998, -0.223485)
H (2.640343, 3.964308, -0.828594)
H (3.232792, 3.648081, 0.637615)
O (-0.913995, -0.000668, -4.190654)
H (-1.522845, -0.431606, -3.586501)
H (-0.764760, -0.407966, -5.042787)

Cartesian forces, eV/Å:
O 0.861 -0.413 0.435
H -0.517 0.538 -0.349
H -0.980 -0.077 0.044
O 0.449 0.122 -1.525
H 0.226 0.205 0.843
H -0.677 -0.261 0.587
O -1.056 3.040 -0.738
H -0.551 -0.611 0.331
H 0.934 -1.454 -0.346
O -1.341 -1.536 0.053
H 0.429 0.454 0.042
H 0.542 0.240 -0.252
O 0.272 -1.026 -0.070
H 0.330 0.551 0.191
H 0.353 -0.181 -0.287
O 0.067 0.136 0.714
H -0.256 -0.282 -0.019
H -0.288 -0.026 -0.327
O -1.595 -1.769 2.780
H -0.083 0.968 -1.209
H 0.938 0.174 -1.947
O 1.535 0.702 -0.392
H -0.230 -0.148 -0.161
H -1.340 -0.899 1.155
O 0.807 -0.014 -0.671
H -0.607 -0.085 0.370
H -0.436 0.114 0.318
O -0.884 -0.869 1.624
H 0.700 0.277 -0.807
H -0.158 0.565 -0.610
O 0.447 -0.195 0.192
H -0.070 0.159 -0.057
H -0.148 0.375 -0.224
O -0.045 0.033 -1.333
H 0.042 -0.396 0.446
H 0.733 0.826 1.059
O -0.614 -0.092 -0.451
H 0.025 -0.075 0.437
H -0.203 -0.174 1.005
O 1.138 0.928 0.961
H -0.484 -0.789 -0.577
H -0.614 -0.083 -0.341
O -0.442 2.102 0.390
H 0.266 -0.175 0.060
H 0.788 -1.036 0.371
O 0.240 0.122 -0.581
H 0.001 0.005 -0.115
H 0.224 0.013 -0.347
O 0.529 -0.121 0.720
H 0.086 0.210 -0.319
H -0.372 -0.472 -0.454
O 0.705 -0.597 -0.326
H 0.159 0.409 0.425
H -0.213 0.595 -0.427
O 0.932 1.187 -0.195
H -0.056 -0.663 -0.207
H -0.497 -0.526 0.109

---

Molecular formula: C6H14N2
Method: DFT, ωB97M-V/def2-TZVPD

Its spin multiplicity is 2. Its expectation value of S² is 0.76. The energy relative to the best compared isomer or geometry (same formula, charge and spin) is 14.9 kcal/mol. The highest occupied orbital energy (alpha / beta) comes out at -12.246 / -12.233 eV. The calculation puts the lowest unoccupied orbital energy (alpha / beta) at -3.4 / -7.2 eV. The total charge is +1. Its HOMO-LUMO gap (alpha / beta) is 8.9 / 5.0 eV. The calculation puts the strongest force on any atom at 3.34 eV/A.

Geometry (Å):
C (-0.587564, 0.203294, 2.324029)
C (-1.579950, 0.444229, 1.116156)
C (-0.695953, 0.731750, -0.119181)
N (1.570100, 0.375544, -2.261050)
C (0.806214, -0.631116, -1.751314)
C (-0.130452, -0.499337, -0.764838)
C (1.286161, -1.997062, -2.162177)
N (-0.623423, 1.251424, 3.324383)
H (0.382079, 0.160392, 1.790473)
H (-0.740109, -0.783639, 2.758074)
H (-2.206136, -0.430337, 0.997216)
H (-2.269521, 1.260621, 1.277060)
H (0.120937, 1.428087, 0.124832)
H (-1.017678, 1.524129, -0.910408)
H (2.118390, 0.193613, -3.114304)
H (1.143427, 1.282615, -2.434308)
H (-0.675659, -1.386148, -0.477927)
H (1.041185, -2.392721, -3.136054)
H (2.383833, -1.918600, -1.992694)
H (0.915828, -2.738959, -1.461545)
H (-1.130225, 0.934900, 4.143302)
H (-1.118133, 2.099783, 3.062700)

Cartesian forces, eV/Å:
C -0.479 0.639 -1.320
C 0.967 -0.042 -0.125
C 0.466 0.983 -1.529
N -1.578 0.062 -1.225
C 2.677 -0.282 -1.978
C -2.513 1.785 1.225
C 0.798 0.008 1.532
N -0.238 -0.189 0.679
H 0.052 0.010 0.872
H -0.110 0.144 0.200
H -0.098 -0.266 -0.443
H 0.025 0.323 0.254
H 0.431 -0.424 0.729
H -0.670 -1.683 0.638
H -0.008 -0.555 0.863
H -0.005 0.195 0.968
H 0.290 -0.382 -0.028
H -0.020 0.549 -0.560
H -0.542 -0.525 -0.510
H -0.009 -0.053 0.141
H 0.261 -0.087 0.059
H 0.301 -0.209 -0.442

---

Molecular formula: C4H5NO3S
Method: DFT, ωB97M-V/def2-TZVPD

Its spin multiplicity is 3. Its expectation value of S² is 2.01. The energy relative to the best compared isomer or geometry (same formula, charge and spin) is 43.0 kcal/mol. The highest occupied orbital energy (alpha / beta) comes out at -5.246 / -8.945 eV. The calculation puts the lowest unoccupied orbital energy (alpha / beta) at -0.2 / -3.8 eV. Its HOMO-LUMO gap (alpha / beta) is 5.0 / 5.2 eV. The calculation puts the strongest force on any atom at 5.03 eV/A.

Geometry (Å):
C (0.828188, -0.164858, -0.460443)
C (1.244119, -0.347192, 0.792313)
C (-0.647831, 0.013661, -0.488647)
C (-0.077727, -0.551369, 1.606063)
N (-1.095065, -0.493678, 0.898363)
O (-0.937739, 1.331602, -0.497865)
O (-0.129328, -0.898142, 2.912591)
O (-1.244777, -0.584320, -1.665475)
S (-0.461934, -2.003226, -2.187641)
H (1.312221, -0.004683, -1.432621)
H (2.192923, -0.668586, 1.079532)
H (-1.893621, 1.603643, -0.374104)
H (0.729131, -0.680246, 3.278747)
H (0.394862, -1.625155, -3.074234)

Cartesian forces, eV/Å:
C -1.435 -0.154 -4.819
C -2.159 -0.999 3.728
C -0.208 -0.588 2.147
C 4.109 -0.343 -0.308
N -2.388 0.269 -3.055
O -1.460 2.431 -0.578
O 0.107 0.386 -0.440
O -0.482 -0.003 0.562
S -0.704 -0.555 2.010
H 0.397 0.264 0.967
H 1.382 -0.244 0.692
H 1.457 -1.160 -0.124
H 0.223 -0.100 0.348
H 1.161 0.795 -1.130

---

Molecular formula: C18H21N5O2W
Method: DFT, ωB97M-V/def2-TZVPD

Its spin multiplicity is 3. Its expectation value of S² is 2.02. The energy relative to the best compared isomer or geometry (same formula, charge and spin) is 79.2 kcal/mol. The highest occupied orbital energy (alpha / beta) comes out at -21.753 / -21.853 eV. The calculation puts the lowest unoccupied orbital energy (alpha / beta) at -16.6 / -16.3 eV. The total charge is +4. Its HOMO-LUMO gap (alpha / beta) is 5.1 / 5.5 eV. The calculation puts the strongest force on any atom at 7.78 eV/A.

Geometry (Å):
N (2.969274, -0.788905, 0.425442)
C (3.296164, -1.812789, 0.886131)
C (3.827839, -3.031164, 1.476964)
H (4.898131, -3.073556, 1.276884)
H (3.329298, -3.914098, 1.055118)
H (3.675331, -3.017124, 2.553074)
N (-3.640462, -1.360876, 0.144485)
C (-4.675216, -1.651267, 0.601227)
C (-6.031594, -2.192833, 0.866651)
H (-6.070190, -3.291575, 0.711494)
H (-6.787989, -1.731753, 0.204075)
H (-6.369598, -2.000758, 1.894570)
N (0.831674, 1.965008, -1.648352)
C (0.503362, 2.863788, -2.320595)
C (0.277788, 4.055545, -3.115888)
H (-0.441285, 4.722027, -2.613102)
H (-0.099588, 3.786990, -4.116945)
H (1.243308, 4.572695, -3.217154)
W (-1.655231, -0.946939, -0.917961)
C (-1.966209, 1.190337, -0.416153)
O (-2.279040, 2.253049, -0.074711)
C (-0.486711, -1.173163, 0.719598)
O (-0.060268, -1.541818, 1.753454)
C (-0.371687, -2.742110, -1.485914)
C (0.495732, -1.847318, -2.116484)
C (-0.031799, -0.812456, -2.844194)
C (-1.427501, -0.687897, -3.023624)
C (-2.253131, -1.816654, -2.740872)
C (-1.724430, -2.815169, -1.890971)
H (0.075432, -3.509041, -0.857205)
H (1.584245, -1.936181, -1.965434)
H (0.644902, -0.125756, -3.356513)
H (-1.800254, 0.171339, -3.547695)
H (-3.289487, -1.806931, -2.989598)
H (-2.312557, -3.658224, -1.596719)
C (3.495221, 2.058084, 3.741587)
N (2.337044, 2.179897, 2.828757)
C (1.974336, 3.329598, 2.157322)
C (0.801884, 3.037857, 1.469621)
N (0.489713, 1.730078, 1.707696)
C (1.403905, 1.198219, 2.504930)
H (4.404472, 2.455722, 3.239851)
H (3.318531, 2.647664, 4.670761)
H (3.652152, 0.996854, 4.012190)
H (2.566011, 4.215259, 2.228701)
H (0.220221, 3.686161, 0.854316)
H (1.458257, 0.170182, 2.871186)

Cartesian forces, eV/Å:
N -0.090 -1.928 0.833
C -0.202 1.941 -0.766
C -0.127 -0.277 -0.125
H 0.009 -0.102 -0.041
H 0.251 0.201 0.116
H -0.007 -0.028 0.090
N 0.876 0.293 -0.139
C -0.315 -0.713 -1.274
C 0.060 0.117 0.441
H 0.433 0.526 -0.030
H 0.554 0.084 0.021
H 0.313 0.098 -0.097
N -1.264 1.062 -1.085
C 1.027 -1.267 1.182
C -0.207 0.331 -0.332
H 0.249 -0.218 -0.240
H 0.165 0.187 0.386
H -0.293 -0.081 -0.058
W -2.329 4.304 4.341
C -1.102 4.946 1.957
O 1.486 -4.920 -1.762
C 3.412 -2.532 6.522
O -2.134 2.234 -5.501
C -0.639 -1.635 0.409
C 1.224 0.653 0.497
C 0.721 0.685 -0.864
C -0.419 0.089 -1.156
C 0.791 -1.847 -1.002
C 0.010 -2.358 -2.707
H -0.436 -0.004 0.116
H -0.514 0.193 0.063
H -0.266 0.226 0.464
H -0.284 0.182 -0.368
H -0.822 -0.122 -0.245
H -0.425 -0.390 0.211
C 0.709 0.190 0.507
N 0.016 1.493 -0.610
C 2.206 -2.034 2.342
C -1.128 -2.776 0.099
N -1.222 0.233 -1.077
C 0.577 1.907 -0.135
H -0.655 -0.360 0.282
H -0.017 -0.456 -0.709
H -0.163 0.621 -0.263
H 0.220 0.490 0.037
H -0.266 0.230 -0.231
H 0.015 0.537 -0.100

---

Number 1: electronic energy -39517.71202 eV. Number 2: electronic energy -9420.45736 eV. Number 3: electronic energy -22689.99115 eV. Number 4: electronic energy -32329.60343 eV.